(1)
CH8Na7O7 as an isolated structure at a distorted geometry. Source: the Open Molecules 2025 dataset; level of theory: ωB97M-V/def2-TZVPD.

Geometry as XYZ:
```
23
Properties=species:S:1:pos:R:3
Na -3.5036 12.8399 20.7500
Na -5.6682 10.2791 22.6574
Na -2.1527 6.8381 20.3750
Na -5.5032 9.6537 19.3436
Na -4.8847 7.0650 22.0663
Na -0.4427 11.4131 22.6846
Na -2.6832 8.5912 23.8848
C -2.9997 9.8888 20.9976
O -2.7803 10.5277 22.0221
O -3.5969 8.7978 21.0219
O -2.6732 10.4830 19.9859
O -2.6281 12.1393 24.3788
H -3.1071 12.8746 23.9965
H -2.5860 11.4896 23.6772
O 0.1488 10.6720 20.3301
H -0.7511 10.7014 20.0053
H 0.6205 11.3041 19.7877
O -2.2445 12.7472 18.6495
H -1.8441 12.6322 17.7877
H -2.2117 11.8772 19.0473
O -2.8908 9.1277 17.5649
H -2.7978 9.5164 18.4347
H -3.5606 8.4528 17.6740
```

The LUMO energy (spin up / spin down) comes out at -22.3 / -26.2 eV. The calculation puts the HOMO energy (spin up / spin down) at -1.1013 / -1.0963 hartree. The calculation puts the total energy at -1702.74288 hartree. Its HOMO-LUMO gap (spin up / spin down) is 7.67 / 3.61 eV. As for the charge: +6. The multiplicity is 2. Its energy above the lowest of the compared OMol25 structures with the same formula, charge and spin is 0.000 eV.

Here are the natural (NBO) charges for atoms 1 to 4, given in e:
1 Na 0.99
2 Na 1.00
3 Na 1.00
4 Na 0.99

---

(2)
A 2-piece molecular cluster, CCl6P overall at a distorted geometry. Source: the Open Molecules 2025 dataset; level of theory: ωB97M-V/def2-TZVPD.

Geometry as XYZ:
```
8
Properties=species:S:1:pos:R:3
C -2.4872 0.0273 0.0547
P 2.0651 0.0628 -0.5107
Cl -1.5526 0.9404 -0.9274
Cl -2.2054 -1.6455 0.1831
Cl -3.7534 0.6835 0.9418
Cl 3.7825 1.2051 -0.6981
Cl 1.2460 0.4906 1.2974
Cl 2.9051 -1.7641 -0.3407
```

The LUMO energy comes out at -7.7 eV. The calculation puts the HOMO energy at -0.4732 hartree. The calculation puts the total energy at -3140.32959 hartree. Its HOMO-LUMO gap is 5.16 eV. As for the charge: +1. Its energy above the lowest of the compared OMol25 structures with the same formula, charge and spin is 1.551 eV.

Here are the natural (NBO) charges for atoms 1 to 4, given in e:
1 C -0.06
2 P 0.75
3 Cl 0.39
4 Cl 0.32

---

(3)
C5H8O2 as an isolated structure. Source: the Open Molecules 2025 dataset; level of theory: ωB97M-V/def2-TZVPD.

Geometry as XYZ:
```
15
Properties=species:S:1:pos:R:3
C 0.4611 0.5731 -1.7995
C 0.5244 -0.4387 -0.6803
O 1.5717 -0.2305 0.3086
C 0.6350 -0.4307 1.3616
C -0.3498 0.6981 1.3702
C -0.5243 -0.4569 0.4204
O -1.6379 -1.2731 0.3904
H 0.2715 1.5817 -1.4182
H 1.3905 0.5827 -2.3795
H -0.3595 0.2919 -2.4707
H 0.6393 -1.4536 -1.0804
H 0.8786 -1.0920 2.1855
H -1.0565 0.6879 2.1972
H -0.0314 1.6851 1.0393
H -2.4126 -0.7251 0.5554
```

The LUMO energy comes out at 0.8 eV. The calculation puts the HOMO energy at -0.3347 hartree. The calculation puts the total energy at -345.71316 hartree. Its HOMO-LUMO gap is 9.92 eV. Its energy above the lowest of the compared OMol25 structures with the same formula, charge and spin is 2.498 eV.

Here are the natural (NBO) charges for atoms 1 to 4, given in e:
1 C -0.64
2 C 0.09
3 O -0.51
4 C 0.07

---

(4)
A 3-piece molecular cluster, C18H42N2O9 overall at a distorted geometry. Source: the Open Molecules 2025 dataset; level of theory: ωB97M-V/def2-TZVPD.

Geometry as XYZ:
```
71
Properties=species:S:1:pos:R:3
C 4.1212 -0.3763 0.1243
C 3.8367 -0.0373 -1.4323
C 2.2683 0.1025 -1.7802
C 1.8086 1.6706 -1.6785
N 0.9716 1.9316 -0.4464
O -0.3474 1.6208 -0.7085
C -1.0508 1.2756 0.4738
O -0.7503 1.7777 1.5921
O -2.1671 0.3882 0.4787
C -2.1339 -0.5166 -0.6561
N -2.6966 0.0680 -1.9197
H 4.3522 -1.4939 0.2854
H 4.9857 0.2401 0.5692
H 3.1495 -0.1646 0.6905
H 4.2610 -0.9101 -2.0503
H 4.4505 0.8911 -1.6821
H 2.0065 -0.3339 -2.8185
H 1.6141 -0.4937 -1.0367
H 1.3116 2.0466 -2.6326
H 2.7946 2.2520 -1.5203
H 1.3806 1.3228 0.2803
H -1.1100 -0.9605 -0.8901
H -2.8212 -1.4021 -0.3764
H -3.0561 1.0212 -1.7124
H -1.9473 0.1408 -2.6215
C -1.6329 -5.9819 -3.1273
O -1.8085 -5.0718 -4.1963
C -2.2484 -3.7948 -3.7435
C -2.0412 -2.7462 -4.8299
O -0.6985 -2.2573 -4.8793
C 0.2604 -3.1426 -5.4605
C 0.1572 -3.2168 -6.9774
O -0.8886 -4.1042 -7.3627
C -1.2728 -3.9212 -8.7119
H -2.5704 -6.1230 -2.5813
H -1.3174 -6.9404 -3.5433
H -0.8498 -5.6253 -2.4495
H -1.6991 -3.5034 -2.8407
H -3.3170 -3.8738 -3.5111
H -2.6556 -1.8762 -4.5801
H -2.3702 -3.0995 -5.8082
H 0.2153 -4.1321 -5.0000
H 1.2362 -2.7153 -5.2090
H 1.0941 -3.6075 -7.3917
H -0.0298 -2.2153 -7.3837
H -1.6768 -2.9141 -8.8591
H -2.0565 -4.6439 -8.9442
H -0.4241 -4.0899 -9.3824
C 1.5843 4.9151 8.8583
O 0.8021 4.0337 8.0761
C -0.5935 4.2603 8.2509
C -1.3839 3.6006 7.1266
O -1.4147 4.3861 5.9344
C -0.2085 4.3935 5.1677
C 0.0117 3.1011 4.3941
O 0.5644 2.0990 5.2451
C 0.4331 0.8026 4.6948
H 1.3546 4.7965 9.9215
H 2.6363 4.6750 8.6941
H 1.4142 5.9514 8.5474
H -0.8033 5.3358 8.2664
H -0.8851 3.8176 9.2111
H -2.4269 3.5244 7.4482
H -1.0367 2.5864 6.9235
H 0.6532 4.6488 5.7889
H -0.3334 5.2037 4.4427
H 0.7245 3.2756 3.5802
H -0.9399 2.7556 3.9746
H -0.6243 0.5412 4.5852
H 0.8944 0.0919 5.3830
H 0.9399 0.7400 3.7267
```

The LUMO energy comes out at 0.5 eV. The calculation puts the HOMO energy at -0.3263 hartree. The calculation puts the total energy at -1497.44651 hartree. Its HOMO-LUMO gap is 9.41 eV.

Here are the Mulliken charges for atoms 1 to 4, given in e:
1 C -0.67
2 C -0.52
3 C -0.23
4 C -0.50

---

(5)
A 8-piece molecular cluster, C24H24O20 overall at a distorted geometry. Source: the Open Molecules 2025 dataset; level of theory: ωB97M-V/def2-TZVPD.

Geometry as XYZ:
```
68
Properties=species:S:1:pos:R:3
C -3.3928 2.8571 -3.1063
C -2.6798 2.9735 -1.9542
C -1.1992 3.1062 -1.8751
O -0.4272 3.0389 -0.9033
C -0.6605 3.3138 -3.2996
C -1.3550 3.1074 -4.4390
C -2.8140 2.8087 -4.3843
O -3.5099 2.6462 -5.3769
O -0.8990 3.4147 -5.6835
O -3.2904 2.9962 -0.7237
H -4.4722 2.8877 -3.0893
H 0.3675 3.6383 -3.3660
H -1.4692 3.1856 -6.4211
H -2.6616 2.8827 -0.0073
C 1.2372 2.4862 5.5379
C 0.5279 1.6466 4.6754
C 1.0883 0.2761 4.3808
O 0.4568 -0.5887 3.7794
C 2.3804 0.0686 4.9786
C 3.0153 0.8974 5.8480
C 2.5479 2.2128 6.1792
O 3.0672 3.1006 6.9024
O 4.2074 0.5396 6.4111
O -0.7106 1.8717 4.1042
H 0.6776 3.3921 5.7184
H 2.8451 -0.8776 4.7437
H 4.5501 1.1808 7.0380
H -1.2021 1.0741 3.8948
C 0.9721 -3.6175 2.2678
C 1.4243 -4.8988 2.3236
C 1.1597 -5.8976 1.2737
O 1.7118 -7.0261 1.1917
C 0.1987 -5.3991 0.2968
C -0.3929 -4.1842 0.3119
C -0.1274 -3.1382 1.3144
O -0.6566 -1.9971 1.2922
O -1.2725 -3.8920 -0.7032
O 2.2401 -5.4332 3.2353
H 1.1809 -2.9880 3.1202
H 0.0872 -6.0281 -0.5739
H -1.6411 -3.0166 -0.5640
H 2.2283 -6.3886 3.1424
C -0.3821 -0.3774 -5.9480
C -1.3541 -0.8721 -5.0863
C -1.2060 -0.9895 -3.5635
O -1.9933 -1.5477 -2.8296
C 0.1616 -0.5245 -3.1286
C 1.0780 0.1512 -3.8781
C 0.8882 0.2376 -5.3794
O 1.6186 0.8653 -6.1261
O 2.2225 0.6994 -3.3693
O -2.5202 -1.4756 -5.5151
H -0.6579 -0.3991 -6.9920
H 0.3673 -0.6036 -2.0713
H 2.6915 1.2517 -3.9991
H -3.0431 -1.8116 -4.7834
O 3.3802 -0.4288 -0.4231
H 2.7378 0.2432 -0.1951
H 3.9800 0.0079 -1.0279
O 0.6555 0.4444 0.6576
H 0.0303 1.1480 0.4837
H 0.1788 -0.1669 1.2191
O -2.5436 -0.3079 2.8504
H -3.3256 -0.6355 2.4062
H -1.8417 -0.8917 2.5626
O -1.6291 3.1506 1.8651
H -1.4444 4.0307 2.1933
H -1.3871 2.5699 2.5865
```

The LUMO energy (spin up / spin down) comes out at -0.2 / -0.2 eV. The calculation puts the HOMO energy (spin up / spin down) at -0.1058 / -0.1842 hartree. The calculation puts the total energy at -2433.72549 hartree. Its HOMO-LUMO gap (spin up / spin down) is 2.70 / 4.84 eV. As for the charge: -1. The multiplicity is 2.

Here are the natural (NBO) charges for atoms 1 to 4, given in e:
1 C -0.37
2 C 0.31
3 C 0.49
4 O -0.48

---

(6)
A 2-piece molecular cluster, C4H10NO overall at a distorted geometry. Source: the Open Molecules 2025 dataset; level of theory: ωB97M-V/def2-TZVPD.

Geometry as XYZ:
```
16
Properties=species:S:1:pos:R:3
C -1.3012 -0.5511 0.6026
O -2.1451 -0.8226 -0.3271
C -0.1133 0.4211 0.1909
C 1.1250 -0.3646 -0.2042
C 1.8616 0.2060 -1.4030
N 0.3788 1.4910 1.0737
H -0.6291 -1.4740 1.0237
H -1.6566 -0.1524 1.5777
H -0.5444 1.0329 -0.6492
H 0.6953 -1.3406 -0.4826
H 1.7280 -0.6038 0.6586
H 1.0647 0.2032 -2.1977
H 1.9849 1.2888 -1.1891
H 2.7724 -0.3101 -1.7468
H -0.2919 -2.1359 1.5742
H -0.3692 1.6847 1.7398
```

The LUMO energy comes out at 3.4 eV. The calculation puts the HOMO energy at -0.0737 hartree. The calculation puts the total energy at -288.21807 hartree. Its HOMO-LUMO gap is 5.43 eV. As for the charge: -1. Its energy above the lowest of the compared OMol25 structures with the same formula, charge and spin is 4.723 eV.

Here are the natural (NBO) charges for atoms 1 to 4, given in e:
1 C 0.14
2 O -0.64
3 C -0.12
4 C -0.40

---

What did the fourth record say?
A 3-piece molecular cluster, C18H42N2O9 overall at a distorted geometry. Source: the Open Molecules 2025 dataset; level of theory: ωB97M-V/def2-TZVPD.

Geometry as XYZ:
```
71
Properties=species:S:1:pos:R:3
C 4.1212 -0.3763 0.1243
C 3.8367 -0.0373 -1.4323
C 2.2683 0.1025 -1.7802
C 1.8086 1.6706 -1.6785
N 0.9716 1.9316 -0.4464
O -0.3474 1.6208 -0.7085
C -1.0508 1.2756 0.4738
O -0.7503 1.7777 1.5921
O -2.1671 0.3882 0.4787
C -2.1339 -0.5166 -0.6561
N -2.6966 0.0680 -1.9197
H 4.3522 -1.4939 0.2854
H 4.9857 0.2401 0.5692
H 3.1495 -0.1646 0.6905
H 4.2610 -0.9101 -2.0503
H 4.4505 0.8911 -1.6821
H 2.0065 -0.3339 -2.8185
H 1.6141 -0.4937 -1.0367
H 1.3116 2.0466 -2.6326
H 2.7946 2.2520 -1.5203
H 1.3806 1.3228 0.2803
H -1.1100 -0.9605 -0.8901
H -2.8212 -1.4021 -0.3764
H -3.0561 1.0212 -1.7124
H -1.9473 0.1408 -2.6215
C -1.6329 -5.9819 -3.1273
O -1.8085 -5.0718 -4.1963
C -2.2484 -3.7948 -3.7435
C -2.0412 -2.7462 -4.8299
O -0.6985 -2.2573 -4.8793
C 0.2604 -3.1426 -5.4605
C 0.1572 -3.2168 -6.9774
O -0.8886 -4.1042 -7.3627
C -1.2728 -3.9212 -8.7119
H -2.5704 -6.1230 -2.5813
H -1.3174 -6.9404 -3.5433
H -0.8498 -5.6253 -2.4495
H -1.6991 -3.5034 -2.8407
H -3.3170 -3.8738 -3.5111
H -2.6556 -1.8762 -4.5801
H -2.3702 -3.0995 -5.8082
H 0.2153 -4.1321 -5.0000
H 1.2362 -2.7153 -5.2090
H 1.0941 -3.6075 -7.3917
H -0.0298 -2.2153 -7.3837
H -1.6768 -2.9141 -8.8591
H -2.0565 -4.6439 -8.9442
H -0.4241 -4.0899 -9.3824
C 1.5843 4.9151 8.8583
O 0.8021 4.0337 8.0761
C -0.5935 4.2603 8.2509
C -1.3839 3.6006 7.1266
O -1.4147 4.3861 5.9344
C -0.2085 4.3935 5.1677
C 0.0117 3.1011 4.3941
O 0.5644 2.0990 5.2451
C 0.4331 0.8026 4.6948
H 1.3546 4.7965 9.9215
H 2.6363 4.6750 8.6941
H 1.4142 5.9514 8.5474
H -0.8033 5.3358 8.2664
H -0.8851 3.8176 9.2111
H -2.4269 3.5244 7.4482
H -1.0367 2.5864 6.9235
H 0.6532 4.6488 5.7889
H -0.3334 5.2037 4.4427
H 0.7245 3.2756 3.5802
H -0.9399 2.7556 3.9746
H -0.6243 0.5412 4.5852
H 0.8944 0.0919 5.3830
H 0.9399 0.7400 3.7267
```

The LUMO energy comes out at 0.5 eV. The calculation puts the HOMO energy at -0.3263 hartree. The calculation puts the total energy at -1497.44651 hartree. Its HOMO-LUMO gap is 9.41 eV.

Here are the Mulliken charges for atoms 1 to 4, given in e:
1 C -0.67
2 C -0.52
3 C -0.23
4 C -0.50